{
  "formula": "C3H4N2O",
  "method": "ωB97M-V/def2-TZVPD",
  "e_lumo_ev": 0.85,
  "e_above_lowest_kj_mol": 435.1,
  "gap_ev": 9.6,
  "e_tot_ha": -301.321501,
  "total_charge": 0,
  "species": ["O", "C", "C", "N", "N", "C", "H", "H", "H", "H"],
  "positions_angstrom": [[-1.10, -0.76, -1.70], [-0.44, -0.36, -0.58], [-1.01, 0.09, 0.57], [0.25, 0.56, 1.23], [1.46, 0.15, 0.59], [0.99, -0.38, -0.51], [-2.04, -0.59, -1.52], [-0.13, 1.48, 0.91], [0.35, 0.58, 2.25], [1.68, -0.77, -1.25]],
  "nbo_charge": [-0.6757, 0.0546, -0.2388, -0.4695, -0.2972, 0.0322, 0.4896, 0.4552, 0.4274, 0.2221]
}